1.
DFT (ωB97M-V with the def2-TZVPD basis set) results for a structure of composition H4N2OS2 in a non-equilibrium geometry.

Structure (ORCA input):
```
! wB97M-V def2-TZVPD RIJCOSX def2/J DEFGRID3
* xyz 0 3
N -0.492 -0.525 -0.809
N -0.646 0.451 1.775
O -0.989 -2.172 0.969
S 0.170 -1.380 0.590
S -2.123 0.509 1.105
H -1.196 -0.896 -1.324
H 0.163 0.050 -1.262
H -0.211 1.336 1.769
H -0.763 0.198 2.759
*
```

Computed properties:
**Energy relative to the best compared isomer or geometry (same formula, charge and spin)**: 19.3 kcal per mole
**HOMO-LUMO gap (spin up / spin down)**: 7.2 / 7.0 eV
**E_LUMO (spin up / spin down)**: 0.579 / -1.443 eV

2.
DFT (ωB97M-V with the def2-TZVPD basis set) results for a cluster of 2 separate species, H4N2Si in total in a non-equilibrium geometry.

Structure (ORCA input):
```
! wB97M-V def2-TZVPD RIJCOSX def2/J DEFGRID3
* xyz 0 1
N 0.819 0.498 0.010
N -0.410 0.586 -0.683
Si -0.233 -0.794 0.297
H 1.605 0.838 -0.527
H -1.011 1.866 -0.433
H -0.748 -1.850 -0.496
H -0.021 -1.144 1.833
*
```

Computed properties:
**Energy relative to the best compared isomer or geometry (same formula, charge and spin)**: 88.7 kcal per mole
**HOMO-LUMO gap**: 8.5 eV
**E_LUMO**: 0.447 eV

3.
DFT (ωB97M-V with the def2-TZVPD basis set) results for an isolated molecule of H4N2Si in a non-equilibrium geometry.

Structure (ORCA input):
```
! wB97M-V def2-TZVPD RIJCOSX def2/J DEFGRID3
* xyz 0 1
N 0.890 0.736 -0.063
N 0.882 -0.759 0.060
Si -0.648 0.020 0.011
H 1.226 1.180 0.690
H 1.464 -1.112 -0.800
H -1.346 -0.280 1.107
H -1.407 -0.050 -1.306
*
```

Computed properties:
**Energy relative to the best compared isomer or geometry (same formula, charge and spin)**: 43.0 kcal per mole
**HOMO-LUMO gap**: 9.7 eV
**E_LUMO**: 0.696 eV
**SMILES string**: N1N[SiH2]1

4.
DFT (ωB97M-V with the def2-TZVPD basis set) results for a cluster of 2 separate species, H4N4 in total in a non-equilibrium geometry.

Structure (ORCA input):
```
! wB97M-V def2-TZVPD RIJCOSX def2/J DEFGRID3
* xyz 0 1
N 1.308 0.278 0.983
N 0.508 1.223 -0.947
N -1.153 -1.064 -0.292
N 0.687 0.589 0.009
H 1.655 0.903 1.636
H -0.051 0.784 -1.657
H -0.883 -1.896 0.227
H -2.071 -0.817 0.042
*
```

Computed properties:
**Energy relative to the best compared isomer or geometry (same formula, charge and spin)**: 133.7 kcal per mole
**HOMO-LUMO gap (spin up / spin down)**: 6.9 / 10.2 eV
**E_LUMO (spin up / spin down)**: -0.641 / 0.367 eV

5.
DFT (ωB97M-V with the def2-TZVPD basis set) results for a cluster of 2 separate species, H4N4O in total in a non-equilibrium geometry.

Structure (ORCA input):
```
! wB97M-V def2-TZVPD RIJCOSX def2/J DEFGRID3
* xyz 0 1
N 1.223 0.907 -0.041
N 1.747 -0.138 -0.015
N -1.715 0.626 -0.037
N -0.786 -0.065 -0.708
O -0.581 -1.269 -0.136
H 0.343 -1.559 -0.214
H 2.821 -0.233 0.217
H -1.416 1.541 -0.021
H -1.636 0.190 0.955
*
```

Computed properties:
**Energy relative to the best compared isomer or geometry (same formula, charge and spin)**: 39.4 kcal per mole
**HOMO-LUMO gap (spin up / spin down)**: 7.8 / 9.2 eV
**E_LUMO (spin up / spin down)**: 0.273 / 0.979 eV

6.
DFT (ωB97M-V with the def2-TZVPD basis set) results for a cluster of 2 separate species, H4N4O2 in total in a non-equilibrium geometry.

Structure (ORCA input):
```
! wB97M-V def2-TZVPD RIJCOSX def2/J DEFGRID3
* xyz 0 1
N 0.285 -0.244 1.633
N 0.491 -1.153 0.758
N -0.579 -0.286 -1.065
N -0.037 0.894 -1.060
O -0.106 1.516 -0.011
O 0.517 1.375 -2.067
H 0.629 0.608 1.060
H -0.541 -0.109 2.179
H -0.274 -1.770 0.490
H -0.385 -0.831 -1.917
*
```

Computed properties:
**Energy relative to the best compared isomer or geometry (same formula, charge and spin)**: 51.7 kcal per mole
**HOMO-LUMO gap (spin up / spin down)**: 8.3 / 8.3 eV
**E_LUMO (spin up / spin down)**: -1.357 / -1.356 eV

7.
DFT (ωB97M-V with the def2-TZVPD basis set) results for a cluster of 2 separate species, H4N4O2 in total in a non-equilibrium geometry.

Structure (ORCA input):
```
! wB97M-V def2-TZVPD RIJCOSX def2/J DEFGRID3
* xyz 0 3
N 1.760 0.831 -0.094
N 2.213 -0.306 0.079
N -0.911 -1.143 -0.164
N -1.613 -0.143 -0.076
O -0.948 1.015 0.028
O -2.769 -0.047 0.199
H 2.419 1.591 0.144
H 0.039 1.041 -0.325
H 1.362 -0.887 0.206
H -1.553 -1.953 0.003
*
```

Computed properties:
**Energy relative to the best compared isomer or geometry (same formula, charge and spin)**: 28.7 kcal per mole
**HOMO-LUMO gap (spin up / spin down)**: 8.8 / 8.5 eV
**E_LUMO (spin up / spin down)**: 0.759 / -2.199 eV

8.
DFT (ωB97M-V with the def2-TZVPD basis set) results for a cluster of 2 separate species, H4NO2P2 in total in a non-equilibrium geometry.

Structure (ORCA input):
```
! wB97M-V def2-TZVPD RIJCOSX def2/J DEFGRID3
* xyz -1 1
N -0.253 0.633 0.957
O 1.860 1.475 -1.671
O -0.484 -1.798 0.212
P -1.767 -0.034 -1.896
P -0.852 -0.410 -0.065
H -0.687 1.541 0.735
H 1.162 1.087 -1.268
H 2.034 1.129 -2.559
H -1.970 -1.301 -2.451
*
```

Computed properties:
**Energy relative to the best compared isomer or geometry (same formula, charge and spin)**: 51.8 kcal per mole
**HOMO-LUMO gap**: 7.8 eV
**E_LUMO**: 4.086 eV

- Number 1 is which compound?
  H4N2OS2